[1]
Here is a 6-piece molecular cluster, C23H49B2O18 overall from the OMol25 dataset. Energies are from ωB97M-V/def2-TZVPD.

- total charge = -1
- calculated total energy (hartree) = -2309.981545
- orbital gap (eV) = 5.70

Last column: Mulliken charge in e.
Element x y z (Å)
H1 -2.4295 -4.6952 2.2613  0.367
H2 -3.0921 1.0376 -3.0203  0.329
C1 2.0361 2.3501 2.1572  -0.196
C2 5.6553 5.1025 3.1481  -0.175
H3 1.9668 3.4932 -1.3722  0.284
C3 -1.9582 -0.2013 0.6486  -0.536
H4 -1.8674 0.4600 -4.1889  0.290
H5 1.4535 -0.3744 0.2089  0.215
H6 -2.2633 -0.5800 4.3781  0.159
H7 -1.4771 -4.6715 3.7456  0.329
H8 2.7361 0.7245 -7.3745  -0.330
H9 -0.0158 4.7142 -0.4760  0.263
C4 3.0356 -4.8911 -0.0212  -0.584
H10 3.1012 1.2746 -0.7572  0.139
H11 1.1110 0.0028 -1.4755  -0.370
H12 1.2614 3.0934 2.3396  0.346
H13 0.8983 -0.6371 -4.0150  -0.035
H14 -1.9262 0.8363 0.9677  0.333
H15 -7.3543 0.8287 6.4768  0.293
H16 4.0565 6.5542 3.1073  0.316
C5 -1.8213 -2.3084 1.6180  0.652
H17 -7.5257 -1.6392 6.8241  0.293
H18 4.7320 6.2588 4.7098  0.293
H19 -2.5491 -2.1407 5.1782  0.248
H20 -1.1847 -0.3701 -0.0970  0.052
O1 4.8680 3.9291 3.3958  -0.391
H21 -2.9357 -0.4216 0.2266  0.359
C6 1.0602 3.5960 -1.9665  -0.260
C7 0.6167 -1.4079 -6.0919  0.066
C8 -0.6483 2.1196 -2.6204  0.369
B1 2.5481 -0.3677 -6.8389  1.127
H22 -8.5816 -1.0936 5.5098  0.348
O2 3.5456 4.4540 1.6376  -0.569
C9 -6.8443 0.1332 5.8132  -0.176
H23 0.6306 -4.5390 2.4101  0.249
C10 -2.3702 -1.0798 5.3368  -0.447
C11 -4.6064 -0.4656 5.4843  0.766
C12 3.1801 0.2083 -0.9714  -1.324
C13 3.8385 3.7480 2.5675  0.770
H24 -0.6171 4.9468 -2.1198  0.347
H25 -2.3749 -0.5807 -2.8510  0.204
O3 -2.1769 -2.8437 0.6033  -0.576
H26 -0.3056 -4.6247 0.9182  0.330
H27 -2.1637 -2.9220 -7.6896  0.268
H28 -1.4622 -0.9494 5.9178  0.297
H29 4.1082 -4.7161 0.0478  0.289
O4 3.1983 2.6422 2.9387  -0.372
H30 1.3488 3.6616 -3.0147  0.386
C14 -1.4291 -3.0327 -6.8996  -1.042
H31 0.8990 5.7089 -1.6209  0.404
H32 6.5855 4.9329 3.6864  0.292
C15 1.8327 -0.4614 -0.8111  0.833
H33 -0.2915 -6.0032 2.0241  0.430
H34 2.8540 -5.8423 -0.5129  0.232
C16 -2.1859 0.4464 -3.1502  -0.752
O5 -3.4333 -0.5053 6.1104  -0.366
H35 3.5490 0.0843 -1.9900  0.362
C17 -7.5437 -1.2094 5.8219  -1.090
H36 -0.5808 -3.5774 -7.2995  0.279
O6 2.4208 -3.8979 -0.8376  -0.313
C18 1.0564 -0.3860 -5.0633  0.203
H37 3.9197 -0.2227 -0.2967  0.407
H38 1.1145 -2.3565 -5.8333  0.023
O7 -1.4729 -2.9231 2.7511  -0.249
C19 4.9785 6.3594 3.6522  -1.094
H39 -1.6833 0.0363 -6.9720  0.315
H40 3.3602 -1.2491 -7.1482  -0.314
O8 -1.8309 -0.5863 -6.2380  -0.553
O9 2.4321 -0.2474 -5.3463  -0.833
C20 -0.2931 -4.9145 1.9675  -1.087
H41 0.5734 0.5637 -5.3232  -0.080
O10 0.3292 2.3808 -1.7449  0.100
B2 -0.9054 -1.6296 -6.3861  0.396
O11 -0.9763 2.8050 -3.5487  -0.592
O12 2.8588 -2.3789 0.7740  -0.597
H42 -7.0573 -1.9093 5.1449  0.313
O13 -5.5070 0.0490 6.3256  -0.394
O14 -1.7058 -0.9967 1.8145  -0.260
C21 -1.4930 -4.3563 2.7035  -0.384
O15 1.1542 -0.8577 -7.2759  -0.826
O16 -1.1388 0.9277 -2.2938  -0.084
H43 -6.8275 0.5691 4.8149  0.304
H44 1.6760 1.3761 2.4748  0.235
C22 0.2826 4.8156 -1.5207  -1.265
O17 1.8807 -1.8446 -1.1954  -0.222
O18 -4.8172 -0.8196 4.3544  -0.557
H45 2.5990 -4.9040 0.9755  0.200
C23 2.4346 -2.6678 -0.3181  0.676
H46 5.8872 5.1706 2.0859  0.311
H47 5.6398 7.2169 3.5275  0.349
H48 2.2767 2.3130 1.0985  -0.085
H49 -1.8576 -3.6252 -6.0956  0.341

---

[2]
Here is a 3-piece molecular cluster, C14H36N3O9P2 overall at a distorted geometry from the OMol25 dataset. Energies are from ωB97M-V/def2-TZVPD.

- total charge = +1
- calculated total energy (hartree) = -2078.889664
- orbital gap (eV) = 8.53

Last column: Mulliken charge in e.
Element x y z (Å)
C1 -3.5066 -2.3035 1.3257  -0.856
P1 1.1360 5.2016 3.5129  1.010
H1 -0.9439 -0.5797 -8.8313  0.246
C2 -1.0388 0.1716 -2.7741  -0.235
C3 -0.9961 0.0078 -7.9164  -0.650
H2 1.6983 6.6320 5.8926  0.303
H3 -2.0179 0.3443 -7.7649  0.310
O1 -0.8082 1.1349 -5.4192  -0.629
H4 0.8965 -1.4028 -1.2166  0.472
C4 -0.6083 3.4933 2.6303  -0.627
O2 -0.7068 -1.2674 0.0587  -0.231
C5 0.6253 -4.7753 1.8532  -0.284
C6 -1.0849 -1.3821 1.4193  1.066
O3 -0.3108 4.8643 2.8467  -0.433
H5 -0.3272 0.8599 -8.0038  0.280
O4 -1.4810 -0.6357 -3.8583  -0.354
O5 1.2508 4.2210 4.6300  -0.655
N1 0.6382 -3.3209 1.5308  0.398
N2 -0.4146 -0.2513 2.1255  -0.500
H6 0.2504 -6.7263 1.1346  0.362
O6 0.6232 -0.9597 -4.7961  -0.266
C7 -0.6269 -2.7013 2.1146  -1.188
H7 0.0485 0.1630 -2.6918  0.175
H8 1.3396 -1.0519 0.4402  0.245
H9 -3.3339 -4.0621 0.3503  0.292
H10 -4.5209 -1.9132 1.2546  0.440
H11 -0.3821 -2.4455 3.1415  0.338
H12 -1.3952 1.1942 -2.8819  0.329
H13 -0.7870 2.9855 3.5777  0.251
H14 -1.3752 -3.4835 2.1705  0.494
H15 3.5356 4.4891 0.9774  0.257
C8 -2.5790 -1.1018 1.5063  -1.300
H16 -0.8996 -0.1507 3.0121  0.302
C9 -0.0078 -5.6797 1.1340  -0.665
H17 -0.0679 -3.5504 -0.4762  0.281
H18 0.5186 -0.5458 2.3989  0.272
H19 3.9134 4.5658 2.7028  0.281
H20 3.1629 7.4564 5.3275  0.247
H21 -1.5258 3.4524 2.0442  0.343
C10 3.2921 4.9899 1.9131  -0.597
H22 0.1875 2.9947 2.0795  0.299
H23 -2.8391 -0.6404 2.4580  0.414
H24 3.2000 5.7095 5.6168  0.273
H25 2.0309 -0.3606 -6.2138  0.287
C11 0.7606 -3.1091 0.0671  -0.718
H26 -3.4715 -2.9350 2.2197  0.355
H27 3.4905 6.0518 1.7991  0.247
H28 1.6698 -3.5330 -0.3493  0.491
H29 1.4782 -2.9596 1.9781  0.442
O7 2.2412 6.3368 3.8951  -0.295
C12 0.6291 -1.6062 -0.1842  -0.573
C13 2.5844 6.5359 5.2711  -0.633
H30 -2.3059 -2.9816 -0.2331  0.230
O8 -0.5579 -0.8390 -6.8455  -0.309
C14 1.7295 -1.2442 -5.6518  -0.633
H31 -1.4697 -0.2432 -1.8674  0.018
N3 -3.2575 -3.0832 0.0994  -0.533
H32 1.1787 -5.0859 2.7293  0.363
O9 1.9085 4.7558 2.1628  -0.292
H33 -2.8194 -0.3593 0.7468  0.398
H34 1.4971 -2.0651 -6.3245  0.274
H35 -0.8167 -5.3848 0.4736  0.189
P2 -0.7907 -0.3478 -5.3099  0.936
H36 2.5592 -1.5429 -5.0123  0.242

---

[3]
Here is an isolated molecule of C17H21N3O3S at a distorted geometry from the OMol25 dataset. Energies are from ωB97M-V/def2-TZVPD.

- total charge = 0
- calculated total energy (hartree) = -1448.601905
- SMILES = C[C@H]1CCCCN1CCn1c(=S)[nH]c2cc3c(cc2c1=O)OCO3
- orbital gap (eV) = 8.00

Last column: Mulliken charge in e.
Element x y z (Å)
C1 3.4916 -0.1425 -2.1113  -0.875
H1 -4.6598 5.0172 1.5044  0.248
C2 4.2874 -2.4992 -1.9914  -0.967
C3 -0.3570 0.0151 1.5601  0.770
C4 2.2814 -1.5597 1.0618  -1.048
H2 -3.3701 1.6783 -1.5621  0.421
C5 2.7257 -4.0267 -0.7531  -1.442
H3 3.1483 -0.0237 -3.1405  0.363
C6 -1.2903 1.0355 1.0803  0.288
C7 4.7279 -1.0432 -2.0668  -0.743
H4 -2.1999 -0.4654 -1.7084  0.288
H5 5.3496 -0.8737 -2.9471  0.410
C8 -2.8554 1.8147 -0.6262  -1.401
H6 1.8520 -3.8313 -1.3699  0.211
H7 0.6033 -2.2620 2.2141  0.300
H8 2.8752 -2.1861 1.7315  0.351
N1 -1.7105 -0.2932 -0.8397  -0.087
C9 -0.8458 -1.2710 -0.4497  0.215
C10 -1.9559 0.8563 -0.1371  0.374
H9 2.3006 -0.5389 1.4584  0.565
H10 -3.3126 5.8415 0.6479  0.251
N2 -0.1556 -1.0763 0.7113  0.134
H11 4.3826 -2.9669 0.1102  0.330
H12 5.3214 -0.8103 -1.1816  0.314
S1 -0.7133 -2.6031 -1.4120  -0.369
H13 1.7585 0.0316 -0.8251  0.246
C11 -3.0462 2.9298 0.1466  1.007
H14 3.7460 0.8462 -1.7277  0.296
H15 5.1419 -3.1679 -2.1029  0.503
C12 0.8130 -2.0630 1.1606  -1.423
C13 -1.5035 2.1860 1.8575  -1.584
O1 0.2236 0.0805 2.6223  -0.670
N3 2.9253 -1.5635 -0.2130  0.357
O2 -3.8521 3.9950 -0.0936  -0.491
C14 -2.3804 3.1141 1.3719  1.132
H16 0.6649 -2.9661 0.5729  0.783
H17 3.5917 -2.7075 -2.8064  0.337
C15 3.6042 -2.7724 -0.6433  0.119
C16 -3.6889 4.8706 1.0061  -0.260
H18 -0.9822 2.3017 2.7922  0.520
C17 2.3608 -0.7632 -1.2714  -0.261
O3 -2.7680 4.3078 1.9130  -0.490
H19 3.2978 -4.8275 -1.2162  0.473
H20 2.4011 -4.3672 0.2271  0.345
H21 1.7005 -1.3548 -1.9247  0.161

---

[4]
Here is an isolated molecule of C23H21N3O4S2 at a distorted geometry from the OMol25 dataset. Energies are from ωB97M-V/def2-TZVPD.

- total charge = 0
- calculated total energy (hartree) = -2150.696714
- SMILES = O=C(CSc1nc2scc(-c3ccco3)c2c(=O)n1-c1ccccc1)NC[C@@H]1CCCO1
- orbital gap (eV) = 8.08

Last column: Mulliken charge in e.
Element x y z (Å)
H1 2.9147 -3.5831 2.4565  0.411
C1 2.6972 -3.5080 1.4019  -0.922
C2 -3.8727 -1.9539 0.0693  -0.217
O1 3.9459 2.4226 0.2011  -0.675
N1 1.9494 2.9036 -0.7499  -0.093
C3 1.9074 -2.4719 0.9379  0.397
H2 -0.0812 4.1378 2.4781  0.340
H3 -3.0490 -2.5834 0.3293  0.753
N2 0.7302 0.7100 -2.0647  -0.531
H4 -0.6817 3.0195 -0.0794  0.000
C4 2.1350 -3.3180 -1.3078  0.451
H5 -5.6533 -2.9704 0.9345  0.471
C5 0.0147 2.8043 0.7464  0.500
C6 -5.2352 -2.1533 0.3834  -0.641
C7 -0.4517 0.8989 1.9651  -0.333
H6 4.5380 1.5249 -2.1753  0.430
C8 3.1602 2.3113 -0.7136  0.601
H7 -1.4970 0.6564 1.7199  0.270
O2 -0.9974 -2.3853 -0.0772  -0.703
H8 1.5052 -1.7337 1.6140  0.323
C9 1.6328 -2.3808 -0.4170  -1.754
C10 -0.5803 -1.4243 -0.6864  0.557
C11 -0.5817 3.2515 2.0946  -0.686
H9 1.3109 2.6248 -1.4841  0.282
H10 -6.9458 -0.8377 -0.1662  0.475
H11 3.8216 -5.2525 0.8849  0.407
H12 1.1918 4.5536 0.2872  0.239
C12 1.3559 3.4802 0.4334  -1.247
C13 -2.7320 -0.0330 -1.2483  0.343
H13 2.8797 1.7720 -2.8255  0.359
C14 -0.3801 2.0275 2.9882  -0.727
C15 -0.6060 0.6575 -1.9258  0.536
C16 1.3923 -0.2649 -1.5252  0.768
H14 2.0644 3.3284 1.2520  0.522
H15 0.0559 -0.0143 2.2771  0.128
C17 -5.9060 -1.0997 -0.1560  -0.567
S1 -1.6088 1.9126 -2.5598  -0.249
S2 3.1394 -0.2654 -1.5803  -0.038
C18 3.2063 -4.4447 0.5182  -0.406
H16 0.6088 2.0486 3.4463  0.302
O3 0.2095 1.3954 0.8193  -0.063
C19 3.4716 1.4877 -1.9592  -0.680
N3 0.8115 -1.3199 -0.9107  0.643
H17 1.9029 -3.2365 -2.3592  0.460
C20 -1.3257 -0.3259 -1.2567  -0.237
C21 2.9257 -4.3493 -0.8341  -0.867
H18 -1.6436 3.4697 1.9823  0.336
C22 -3.8092 -0.7846 -0.6449  0.240
C23 -2.9997 1.1311 -1.9143  -0.885
O4 -5.0610 -0.2653 -0.7784  -0.398
H19 -3.9635 1.5750 -2.0621  0.559
H20 -1.1348 1.9359 3.7649  0.414
H21 3.3187 -5.0810 -1.5236  0.400

---

[5]
Here is C12H11BrIN2O7P2S2SbSe4Ti as an isolated structure from the OMol25 dataset. Energies are from ωB97M-V/def2-TZVPD.

- total charge = -2
- calculated total energy (hartree) = -16146.836954
- orbital gap (eV) = 6.25

Last column: Mulliken charge in e.
Element x y z (Å)
Br1 -1.9078 5.2054 1.0318  -0.199
H1 -2.4076 -1.3982 4.6416  0.422
C1 4.3769 0.9601 2.2926  0.387
Sb1 -3.1949 -0.8377 -2.6544  0.472
H2 2.4971 -1.5330 3.9479  0.240
C2 0.6370 3.8749 1.2722  -0.215
O1 1.5642 -1.2336 4.0495  -0.488
I1 0.2513 2.8632 -0.5112  0.304
C3 0.0465 5.3717 3.0644  -0.397
H3 -0.7454 -1.4906 5.2657  0.394
O2 0.8712 -1.5501 1.5786  -0.453
Ti1 0.7291 -0.1582 0.0905  0.931
Se1 -3.9716 1.1204 -3.7885  -0.676
N1 4.4260 -2.0508 3.8612  -0.750
O3 -1.1281 0.1796 0.7481  0.428
H4 3.0688 3.9137 3.6041  0.456
C4 4.4017 -1.3383 2.9455  0.099
Se2 -4.4471 -1.0014 -0.5177  -0.753
Se3 0.5643 -2.0143 -1.3854  -0.335
S1 3.9059 -2.3853 0.1072  -0.320
Se4 -0.1806 -0.0289 -2.3166  -0.510
H5 -2.9356 -2.0000 0.7928  0.123
C5 -0.9165 -0.4853 3.3920  1.031
P1 0.8268 -0.6286 2.8033  0.451
O4 -1.0481 0.7942 4.0103  -0.599
N2 4.5613 2.0362 2.6712  -0.686
H6 -0.6624 6.0604 3.5029  0.369
O5 1.1846 0.7630 2.3555  0.081
H7 2.5181 2.8647 1.4849  0.272
H8 -1.2569 -2.5466 3.9322  0.380
C6 -1.3623 -1.5556 4.3712  -1.909
P2 -1.9176 -0.4826 1.8611  0.100
C7 1.8343 3.5841 1.9137  -0.190
O6 -2.2877 -1.9715 1.5695  -0.325
H9 1.4671 5.5373 4.6523  0.356
C8 2.1364 4.1818 3.1262  -0.596
C9 1.2423 5.0731 3.6998  -0.546
C10 3.7537 -0.8263 0.6440  0.656
S2 2.9761 0.4560 -0.3444  -0.463
O7 -3.2149 0.3420 2.1742  -0.445
C11 -0.2539 4.7689 1.8507  0.391
H10 -0.4275 1.3868 3.5519  0.285
C12 4.1957 -0.3954 1.9173  -0.028
H11 -3.8151 0.2897 1.3843  0.253

---

[6]
Here is an isolated molecule of C4H6N2 at a distorted geometry from the OMol25 dataset. Energies are from ωB97M-V/def2-TZVPD.

- total charge = 0
- calculated total energy (hartree) = -265.437634
- SMILES = Cc1cc[nH]n1
- orbital gap (eV) = 10.38

Last column: Mulliken charge in e.
Element x y z (Å)
H1 2.7374 -0.3096 0.9408  0.348
H2 -2.6444 0.9522 0.2144  0.265
C1 0.5751 0.1656 0.0203  0.469
N1 0.0630 -1.0484 -0.0790  -0.595
H3 2.5351 0.9774 -0.3521  0.274
C2 -1.5068 0.5096 0.0373  -0.209
C3 -0.3825 1.2135 -0.1231  -0.495
N2 -1.2831 -0.8238 0.0985  0.032
H4 -1.9044 -1.5417 -0.3180  0.273
H5 -0.2610 2.3431 0.0652  0.260
H6 2.4080 -0.5957 -0.9134  0.226
C4 2.2592 -0.0087 0.1033  -0.848